{"formula": "C52H44N9O3P2Sn", "method": "the ωB97M-V functional and the def2-TZVPD basis", "species": ["Sn", "C", "N", "P", "C", "C", "C", "C", "C", "C", "C", "C", "C", "C", "C", "C", "P", "C", "C", "C", "C", "C", "C", "C", "C", "C", "C", "C", "C", "H", "H", "H", "H", "H", "H", "H", "H", "H", "H", "H", "H", "H", "H", "H", "H", "H", "H", "H", "H", "H", "H", "H", "C", "N", "C", "N", "C", "N", "C", "C", "C", "C", "C", "C", "C", "N", "N", "C", "O", "C", "C", "C", "C", "C", "C", "N", "C", "N", "C", "N", "C", "H", "H", "H", "H", "H", "H", "H", "H", "H", "H", "H", "H", "H", "H", "H", "H", "O", "C", "O", "C", "C", "C", "C", "C", "C", "H", "H", "H", "H", "H"], "positions_angstrom": [[0.08, -0.31, -0.11], [0.92, 3.28, 2.49], [0.17, 2.11, 1.96], [0.69, 0.52, 2.25], [2.17, 0.47, 3.22], [3.44, 0.26, 2.67], [4.55, 0.26, 3.50], [4.40, 0.46, 4.86], [3.14, 0.64, 5.42], [2.02, 0.63, 4.61], [-0.53, -0.47, 3.10], [-0.09, -1.75, 3.49], [-0.98, -2.63, 4.07], [-2.31, -2.25, 4.27], [-2.74, -0.99, 3.88], [-1.86, -0.10, 3.29], [-0.77, 2.31, 0.54], [-2.38, 2.91, 1.07], [-3.34, 3.22, 0.09], [-4.55, 3.77, 0.47], [-4.82, 4.03, 1.80], [-3.86, 3.76, 2.77], [-2.64, 3.20, 2.41], [-0.12, 3.64, -0.47], [0.79, 3.36, -1.49], [1.35, 4.39, -2.23], [0.98, 5.70, -1.96], [0.06, 5.99, -0.96], [-0.49, 4.96, -0.21], [1.34, 3.04, 3.46], [0.22, 4.11, 2.61], [1.71, 3.58, 1.80], [3.57, 0.06, 1.62], [5.53, 0.09, 3.08], [5.27, 0.45, 5.50], [3.03, 0.78, 6.48], [1.04, 0.75, 5.04], [0.95, -2.04, 3.37], [-0.64, -3.61, 4.39], [-3.00, -2.94, 4.73], [-3.77, -0.70, 4.03], [-2.21, 0.87, 2.98], [-3.12, 3.11, -0.96], [-5.29, 4.01, -0.29], [-5.77, 4.46, 2.09], [-4.05, 4.00, 3.81], [-1.90, 3.02, 3.17], [1.03, 2.33, -1.74], [2.06, 4.17, -3.01], [1.41, 6.51, -2.55], [-0.22, 7.01, -0.76], [-1.20, 5.20, 0.57], [-3.89, 0.91, -3.93], [-2.75, 0.26, -3.29], [-2.19, 0.57, -2.14], [-1.10, -0.18, -1.97], [-1.07, -0.98, -3.08], [-2.04, -0.71, -3.91], [-3.53, 2.28, -4.46], [-4.54, 3.22, -4.65], [-4.23, 4.48, -5.13], [-2.91, 4.83, -5.40], [-1.90, 3.89, -5.20], [-2.21, 2.62, -4.74], [-0.51, 4.24, -5.48], [-0.03, 5.37, -5.88], [1.34, 5.19, -5.98], [1.58, 3.98, -5.65], [0.45, 3.30, -5.31], [2.87, 3.30, -5.53], [4.03, 3.92, -5.99], [5.25, 3.29, -5.83], [5.33, 2.06, -5.19], [4.18, 1.44, -4.73], [4.26, 0.11, -4.01], [3.46, 0.16, -2.78], [2.27, -0.35, -2.54], [1.86, 0.05, -1.33], [2.89, 0.83, -0.88], [3.87, 0.92, -1.74], [2.95, 2.05, -4.92], [-4.68, 0.99, -3.18], [-4.23, 0.23, -4.71], [-2.58, 1.31, -1.46], [-0.37, -1.77, -3.25], [-5.57, 2.96, -4.44], [-5.01, 5.21, -5.29], [-2.66, 5.81, -5.77], [-1.41, 1.90, -4.63], [3.96, 4.89, -6.47], [6.15, 3.76, -6.19], [6.29, 1.59, -5.05], [5.28, -0.11, -3.72], [3.87, -0.72, -4.60], [1.74, -0.99, -3.23], [2.89, 1.36, 0.06], [2.03, 1.58, -4.58], [1.14, -2.17, 0.45], [0.02, -2.78, 0.46], [-1.00, -2.05, 0.09], [-0.14, -4.16, 0.86], [-1.43, -4.71, 0.93], [-1.57, -6.03, 1.33], [-0.45, -6.78, 1.66], [0.83, -6.23, 1.59], [0.99, -4.91, 1.19], [-2.29, -4.12, 0.68], [-2.55, -6.47, 1.39], [-0.57, -7.81, 1.97], [1.69, -6.83, 1.84], [1.97, -4.47, 1.13]], "mulliken_charge": [2.185, -0.995, 1.386, 0.444, 0.639, -0.734, -0.870, -0.616, -0.877, -0.336, 0.798, -1.032, -0.653, -0.650, -0.819, -0.563, 0.758, 1.120, -0.441, -0.791, -0.789, -0.939, -0.685, 0.698, 0.159, -0.778, -0.831, -1.002, -0.744, 0.447, 0.341, 0.288, 0.630, 0.497, 0.453, 0.478, 0.543, 0.498, 0.511, 0.476, 0.526, 0.155, 0.521, 0.546, 0.437, 0.503, 0.326, 0.073, 0.813, 0.474, 0.501, 0.493, -1.294, 1.029, -1.199, 0.008, -0.862, -0.988, 1.004, -1.038, -0.783, -0.960, -0.162, 0.065, 0.629, -0.476, -0.485, 0.494, -0.197, -0.243, -0.869, -0.827, -0.908, 0.860, -1.001, 0.794, -0.385, 0.366, -0.973, -0.906, 0.261, 0.469, 0.364, 0.820, 0.699, 0.544, 0.450, 0.591, 0.803, 0.597, 0.434, 0.449, 0.478, 0.230, 0.293, 0.975, 0.688, -0.855, 1.289, -0.912, 0.335, -0.246, -0.769, -0.461, -0.749, -0.421, 0.497, 0.468, 0.457, 0.464, 0.493], "charge": 3, "e_tot_ev": -98579.0272, "e_homo_ha": -0.54092, "e_lumo_ev": -8.8}